{"formula": "C3H6O2", "method": "ωB97M-V/def2-TZVPD", "de_lowest_kj_mol": 198.38, "total_charge": 0, "e_lumo_ev": 1.062, "smiles": "OC[C@H]1CO1", "symbols": ["O", "C", "C", "C", "O", "H", "H", "H", "H", "H", "H"], "coordinates": [[-1.71694, -0.30296, -0.57845], [-0.97999, 0.68433, 0.09310], [0.52151, 0.44285, -0.03509], [1.11199, -0.81851, 0.40152], [0.88122, -0.55970, -0.98289], [-1.11501, -0.69022, -1.23338], [-1.21909, 1.69073, -0.28150], [-1.26426, 0.65355, 1.15222], [1.15321, 1.32989, -0.07574], [0.46563, -1.57143, 0.85136], [2.16174, -0.85854, 0.68886]]}